(1)
{
  "formula": "C27H108O27",
  "method": "ωB97M-V with the def2-TZVPD basis set",
  "e_above_lowest_ev": 9.399,
  "orbital_gap_ev": 10.33,
  "energy_ha": -3124.50039,
  "symbols": ["O", "O", "O", "O", "O", "O", "O", "O", "O", "O", "O", "O", "O", "O", "O", "O", "O", "O", "O", "O", "O", "O", "O", "O", "O", "O", "O", "C", "C", "C", "C", "C", "C", "C", "C", "C", "C", "C", "C", "C", "C", "C", "C", "C", "C", "C", "C", "C", "C", "C", "C", "C", "C", "C", "H", "H", "H", "H", "H", "H", "H", "H", "H", "H", "H", "H", "H", "H", "H", "H", "H", "H", "H", "H", "H", "H", "H", "H", "H", "H", "H", "H", "H", "H", "H", "H", "H", "H", "H", "H", "H", "H", "H", "H", "H", "H", "H", "H", "H", "H", "H", "H", "H", "H", "H", "H", "H", "H", "H", "H", "H", "H", "H", "H", "H", "H", "H", "H", "H", "H", "H", "H", "H", "H", "H", "H", "H", "H", "H", "H", "H", "H", "H", "H", "H", "H", "H", "H", "H", "H", "H", "H", "H", "H", "H", "H", "H", "H", "H", "H", "H", "H", "H", "H", "H", "H", "H", "H", "H", "H", "H", "H"],
  "coordinates": [[0.050745, -5.681590, 1.270221], [2.551512, -0.563134, -2.001899], [-5.341728, -2.042292, -4.298490], [-2.122846, -1.383637, 3.910514], [1.087058, -3.646998, 3.323925], [-1.229927, 0.035771, 1.646616], [-2.528743, 1.428403, -5.213834], [-2.606822, 2.927697, 2.482750], [3.543874, -1.073221, 3.739374], [-4.173465, -0.096875, -0.172705], [1.651143, -0.285054, 7.938701], [3.665401, -3.674774, 4.671114], [2.703434, 1.406875, -3.683747], [4.539666, -1.923321, -1.016629], [3.109917, 3.126224, -0.276902], [2.480863, 1.260209, 3.964513], [-4.351791, 0.568474, 2.399801], [6.862915, -0.324873, -0.890013], [-2.412312, -2.088861, -4.070944], [-0.860632, -0.875385, -6.284071], [-6.510704, -0.050695, -2.904589], [-1.618903, 0.923399, -0.956346], [0.129708, 5.018716, -0.268276], [-4.175655, 1.608787, -2.616543], [1.630262, 4.000036, -2.768118], [5.670127, 2.001424, 0.056164], [-0.227158, 2.088958, 3.652039], [-1.716430, -3.063803, -3.358514], [6.545453, 3.040641, 0.440731], [7.697567, 0.180376, -1.946377], [-0.323723, -1.003400, 1.377640], [0.426065, 4.014110, -3.576041], [3.993659, 1.184555, -4.113112], [4.975203, -4.128421, 4.485702], [-3.407571, 1.057771, -6.284414], [1.082772, 6.106949, -0.340057], [2.891134, -0.987059, 7.953997], [3.337277, -1.356171, 2.364453], [4.906046, -3.207856, -1.410303], [-5.391270, 0.875617, 3.325061], [-1.016225, -4.840142, 1.010469], [-6.424688, -2.921892, -4.072705], [-3.422942, -1.808586, 4.287195], [-0.697655, 1.337002, 4.813717], [2.293235, 2.175999, 5.025348], [-2.572670, 3.504647, 1.179142], [2.124185, 2.660638, 0.734343], [-4.084577, -1.528699, -0.382574], [-0.996526, 1.573782, -2.016603], [-4.166507, 3.003121, -2.421820], [-7.481211, -0.303525, -1.943565], [0.245179, -3.629478, 4.465337], [1.668235, -1.527806, -2.482631], [-0.936193, -1.798780, -7.332190], [5.180838, -1.218394, -1.173274], [-3.784137, 1.426237, -3.482223], [-5.957262, -3.987202, -4.212072], [1.296796, -1.230115, -3.497457], [3.765566, -0.557799, 1.699957], [-3.310161, -2.295199, -4.255815], [-1.407730, -1.209167, -5.523320], [-1.613786, 0.348150, 0.768696], [-2.538384, 2.712496, 0.468494], [-0.025075, 3.032085, -3.708841], [-1.680201, 4.108289, 1.088403], [-0.414563, -2.744886, -7.133038], [5.995815, 3.724474, 1.071009], [0.706575, 7.014609, 0.204147], [-7.850519, -1.336589, -1.871315], [5.741704, -3.466867, 4.922846], [0.538086, -0.798639, 0.748214], [-0.853038, -1.883075, 0.814776], [0.140164, -2.684601, 4.965962], [-7.064879, -0.170089, -0.947347], [-5.758053, 0.412680, -2.462068], [2.596954, 0.744240, -2.919726], [-8.283802, 0.411044, -1.994787], [-1.924383, -5.470668, 1.109171], [-5.085112, 3.555263, -2.729173], [7.944502, -0.679169, -2.551857], [-0.528304, -1.359373, -8.260675], [-3.876895, -2.394732, 3.514775], [-3.341112, 3.540893, -2.971135], [-1.134212, -3.987163, 1.621517], [-3.158007, -1.718998, -0.983493], [3.904277, -2.297414, 2.178092], [1.833309, 3.092794, -2.699276], [-0.058317, 1.928347, -1.522306], [0.029062, 4.833781, -1.209544], [-2.373829, -3.669651, -2.698149], [5.429274, -3.667429, -0.588604], [4.233417, 0.132113, -4.028396], [-7.209607, -2.668392, -4.779972], [-0.737866, -3.831596, 4.152572], [-1.659610, 2.424861, -2.301456], [1.235422, 6.385594, -1.457728], [2.278899, -1.607912, 2.144268], [-2.535589, 0.655075, -1.193724], [-3.206865, -2.399771, 5.137789], [1.892103, 3.138748, 4.628262], [7.082659, 3.540888, -0.351456], [-5.723228, 0.022364, 3.901926], [-1.615261, 1.299278, -5.408075], [-3.963025, 3.154541, -1.387565], [-4.085846, -2.163403, 0.498894], [3.746712, -2.712327, 4.724685], [-3.498974, 4.034946, 1.034687], [3.318181, 2.383296, 5.373068], [1.671984, 1.320005, 3.418516], [-0.304355, 4.605252, -3.124857], [-4.352129, 0.079368, 0.736652], [5.201942, -4.265667, 3.395102], [0.802635, -1.720771, -1.848903], [3.982761, -3.685807, -1.762804], [2.062031, 5.856350, 0.055743], [-1.707378, 2.760824, 2.912882], [0.703424, 4.443949, -4.543436], [0.645947, -5.208983, 1.845521], [4.790391, 1.816405, -3.680132], [-5.491518, -1.204567, -3.809821], [-4.253077, 1.772420, -6.158581], [-0.400151, 1.425991, 2.944221], [2.972067, -1.648975, 8.756105], [-1.778286, 1.321368, 4.981446], [-3.974519, -0.925485, 4.575187], [-3.646098, 0.029343, -6.217160], [-1.182579, -3.846921, -3.945690], [1.698476, 1.757400, 5.818587], [-0.365253, 0.302224, 4.730137], [0.601644, -4.397970, 5.174221], [4.792291, 2.296588, -0.270066], [6.456235, 0.460285, -0.454405], [-5.002693, -1.815942, -1.003691], [2.698026, 2.761346, 1.646302], [-6.276594, 1.188236, 2.735875], [-6.777382, -2.860499, -3.047121], [-0.906579, -4.389472, 0.062896], [-1.061208, -2.561866, -2.601370], [1.072097, -0.545204, 7.226605], [-1.954148, -2.116805, -7.566311], [1.972300, -3.687469, 3.649989], [3.593492, -0.227908, 8.217518], [-2.159355, -0.636578, 3.271459], [-3.030565, 1.269219, -7.331129], [1.569315, 1.767275, 0.572307], [5.145313, -5.112279, 4.939994], [3.087599, -1.468910, 7.047091], [-3.521139, 1.088828, 2.603149], [3.238223, -1.009360, -1.472356], [2.623588, 3.501551, -1.095207], [-5.074030, 1.733512, 3.905567], [-0.875832, 1.068444, -2.974676], [1.404463, 3.533886, 0.809912], [3.019590, -0.270864, 4.030171], [4.014844, 1.488976, -5.212744], [7.261444, 2.603259, 1.141703], [5.507616, -3.227801, -2.344207], [0.061343, -1.380987, 2.322632], [7.232043, 1.008882, -2.457624], [8.613759, 0.476771, -1.483784], [-0.271033, 1.788633, 5.698152], [2.172576, -2.449820, -2.702768]],
  "forces_ev_per_a": [[0.769, -0.477, 0.289], [-0.368, 0.574, 0.488], [0.956, 0.465, 0.152], [0.545, 0.739, -0.740], [-1.209, 0.351, -0.469], [-0.389, 1.118, -1.062], [-1.108, 0.457, 0.327], [0.600, -0.742, 1.489], [-0.461, 0.347, 0.673], [0.483, -1.437, -1.474], [-0.317, 0.229, 0.393], [-0.120, 0.105, 0.513], [-1.084, -0.387, 2.059], [-1.043, 1.172, 0.383], [-1.720, -0.384, -1.446], [-1.062, 0.096, -0.722], [1.160, 0.012, 0.550], [-0.575, 0.508, -0.221], [1.705, 0.983, -0.451], [-0.566, 0.009, 1.071], [1.268, 0.307, -0.161], [-1.292, -1.682, 0.101], [0.690, 0.973, -0.475], [0.005, -0.195, -0.587], [-1.471, 1.353, -0.140], [-0.055, -0.660, -0.680], [-0.932, -1.472, 0.054], [0.008, -1.185, 1.904], [-0.414, -0.446, 1.308], [-0.352, -0.900, 1.257], [-0.738, -2.595, -0.942], [1.823, -0.493, -0.861], [0.938, 0.948, -2.657], [1.283, -0.819, -0.948], [0.436, 2.300, -0.825], [-0.461, 1.243, -1.441], [-0.870, 1.881, 0.313], [0.505, -0.572, -0.293], [0.047, 0.057, -1.657], [-0.469, 0.907, -1.336], [-1.396, -1.233, 0.014], [1.607, -1.540, -0.220], [1.318, 1.066, -0.075], [0.321, 0.139, 0.204], [1.377, 1.279, -0.391], [0.610, -0.453, 1.021], [0.446, 4.370, -0.349], [-0.794, 0.590, -1.872], [-0.110, 2.110, 0.471], [0.468, 1.418, -0.991], [-0.149, -0.270, 1.895], [0.983, -0.914, 0.424], [-0.806, -0.018, -1.772], [-0.052, -0.634, -0.851], [1.063, -0.357, 0.059], [0.113, -0.059, -0.155], [-1.367, 1.788, 0.006], [0.079, 0.158, 0.854], [-0.570, -0.604, 0.513], [-1.648, -0.598, -0.078], [0.565, 0.191, -0.740], [0.773, -0.224, 1.139], [0.136, -0.604, -0.873], [0.406, -0.056, -0.103], [-0.063, 0.487, -0.336], [0.298, 0.243, 0.111], [-0.151, 0.727, -0.123], [0.180, -0.892, -0.472], [-0.020, 0.222, -0.845], [-0.386, -0.003, -0.192], [0.058, 0.842, -0.179], [0.752, 1.381, 1.158], [0.535, 0.801, 0.197], [0.235, 0.194, 0.284], [-0.523, -0.092, -0.522], [-0.106, 0.884, -0.969], [-0.656, 0.103, -0.345], [0.173, 0.645, -0.457], [0.247, -0.773, 0.266], [-0.179, 0.043, -0.646], [-0.026, -0.071, 0.573], [-0.616, -0.237, -0.460], [-0.586, -0.795, 0.294], [0.135, 0.742, 1.525], [-0.800, -0.031, 0.466], [-0.291, 0.681, -0.111], [0.957, -2.034, -0.332], [-0.405, -0.045, -1.175], [-0.265, -0.612, 0.360], [-0.110, 0.339, -0.404], [0.025, -0.757, 0.056], [0.408, -0.268, -0.021], [-0.320, -0.515, -0.010], [-1.266, -0.641, -0.504], [0.826, -0.061, 0.272], [-0.156, -0.269, 1.919], [0.540, 0.445, -0.005], [0.360, 0.293, 0.197], [-0.398, -0.839, 0.983], [0.038, -0.742, 0.504], [-0.076, 0.114, -0.467], [0.365, -0.196, 0.347], [0.919, -0.559, -0.601], [-0.131, 0.326, 0.908], [0.120, 0.339, 0.399], [-0.473, 0.374, -0.366], [-0.168, 0.533, 0.028], [-0.480, -0.025, 0.260], [0.462, -0.033, 0.315], [-1.237, 1.275, 0.789], [-0.256, 0.343, 1.596], [-0.076, 0.261, 0.733], [0.077, 0.134, 0.266], [0.197, -0.430, 0.797], [0.049, -0.361, 0.162], [-1.320, 0.741, -1.157], [-0.301, -0.133, 0.033], [0.541, 0.268, 0.501], [-0.374, -0.230, 0.474], [-0.433, -0.562, -0.272], [0.125, -1.032, -0.109], [0.053, 0.528, -0.223], [-0.423, -1.549, 1.270], [-0.052, 0.241, -0.609], [-0.673, -0.152, 0.071], [-0.634, -0.997, 0.087], [-0.042, 0.957, -0.030], [-0.137, 0.029, 0.348], [0.010, -0.006, 0.089], [-0.371, 0.321, -0.080], [0.408, 0.412, 0.300], [0.125, -0.266, -0.092], [1.297, 0.085, 0.645], [0.002, -0.927, 0.317], [0.364, -0.026, 0.252], [-0.178, -0.014, 0.091], [-0.228, 0.167, -1.739], [-0.108, -0.354, -1.039], [0.059, -0.448, -0.230], [-0.310, 0.255, 0.054], [1.422, -0.054, 0.337], [0.989, 0.507, -0.427], [-0.156, -0.899, 0.245], [0.089, -0.233, 1.247], [0.146, -1.037, -0.424], [-0.392, 0.141, 0.063], [0.536, -0.630, -1.405], [-1.331, -0.203, -0.357], [0.198, -0.246, 0.004], [0.947, -0.783, 2.120], [-0.175, -0.054, 0.530], [0.394, -0.863, 0.333], [0.351, -1.304, -0.064], [0.779, -0.765, -0.700], [0.136, -0.656, 1.111], [0.191, -0.134, -0.318], [0.201, 0.226, 0.656], [-0.186, -0.139, 0.045], [-0.101, 0.086, -0.462], [0.831, 0.617, 0.088], [0.119, 0.119, 0.080], [0.360, -0.721, 0.259]],
  "mulliken_charge": [-0.5757, -0.3014, -0.4052, -0.1796, -0.2186, 2.7102, -0.3547, -0.5843, -0.5552, -0.3578, -0.5482, -0.4234, -0.4071, -0.3441, -0.5325, -0.3693, -0.3250, -0.5155, -0.0768, -0.3513, -0.6260, 0.1301, -0.3579, -0.0837, -0.5559, -0.2568, -0.8291, -0.3589, -0.8402, -0.6891, -0.1734, -0.6021, -0.7663, -0.6833, -0.6461, -0.5724, -0.2839, 0.0249, -0.8192, -1.0155, -0.0745, -0.7083, -0.7971, -0.4951, -0.6146, 0.0792, -0.3351, -0.1236, -0.4230, -0.6236, -0.5267, -0.5397, -0.2525, -0.7378, 0.2488, 0.0452, 0.2332, 0.2721, 0.2364, 0.1248, 0.2317, -0.6871, -0.3711, -0.0011, 0.3297, 0.2717, 0.2953, 0.2732, 0.2482, 0.2919, -0.0129, -0.4956, 0.0152, 0.1156, 0.4165, 0.4395, 0.3151, 0.3151, 0.2390, 0.3112, 0.2680, 0.2357, 0.1766, -0.1709, -0.1426, 0.1466, 0.1835, 0.0547, 0.1894, 0.2983, 0.2517, 0.2871, 0.2282, 0.2092, -0.2348, 0.2481, -0.1415, -0.6479, 0.3147, 0.2451, 0.3224, 0.3854, 0.2590, 0.1611, 0.3388, 0.2051, 0.3670, 0.3013, 0.2546, 0.4229, 0.3213, 0.2166, -0.3949, 0.2626, 0.1937, 0.3996, 0.3754, 0.3398, 0.2104, 0.4661, 0.2778, 0.0621, 0.3428, 0.2737, 0.1968, 0.1882, 0.3327, 0.1447, 0.1805, 0.3851, 0.2554, 0.3992, 0.0594, 0.4085, 0.2828, 0.2429, 0.1705, -0.1834, 0.2988, 0.2892, 0.3311, 0.2626, -0.1834, 0.2865, 0.0663, 0.2761, -0.0780, -0.0122, 0.4415, 0.2189, 0.3185, 0.3201, 0.1610, 0.4434, 0.2625, 0.2787, 0.2914, 0.1723, 0.2348, 0.2759, 0.4275, 0.3804]
}

=====

(2)
{
  "formula": "CHNO2PS",
  "method": "ωB97M-V with the def2-TZVPD basis set",
  "e_above_lowest_ev": 1.134,
  "orbital_gap_ev": 8.80,
  "charge": -1,
  "energy_ha": -983.60155,
  "symbols": ["S", "P", "O", "O", "N", "C", "H"],
  "coordinates": [[2.237021, 1.397908, -0.549706], [0.404769, 0.934161, -1.290807], [-0.311880, -0.475566, -0.743577], [0.169250, 0.988109, -2.703705], [-2.010250, 2.974602, 0.275435], [-1.259588, 2.284718, -0.263068], [-0.031270, -0.343030, 0.271917]],
  "forces_ev_per_a": [[-2.131, -0.536, -0.114], [0.070, -0.161, 2.480], [2.154, 2.380, 3.526], [-0.643, 0.517, -2.217], [-0.328, 0.197, 0.169], [2.011, -1.365, -1.006], [-1.134, -1.031, -2.838]],
  "nbo_charge": [-0.6850, 1.8810, -0.9707, -1.0980, -0.5483, -0.0687, 0.4897]
}

=====

(3)
{
  "formula": "C5H12O3",
  "method": "ωB97M-V with the def2-TZVPD basis set",
  "e_above_lowest_ev": 3.068,
  "orbital_gap_ev": 10.01,
  "smiles": "COCCOC.C=O",
  "energy_ha": -423.34108,
  "symbols": ["O", "O", "O", "C", "C", "C", "C", "C", "H", "H", "H", "H", "H", "H", "H", "H", "H", "H", "H", "H"],
  "coordinates": [[-2.185788, -1.244227, -0.016423], [-1.295525, 1.509159, -0.627403], [1.910725, 4.403646, -0.377103], [-3.068101, -2.314100, -0.237629], [-0.190733, 2.508536, -0.528653], [-2.833631, -0.075277, 0.421566], [2.470543, 4.928099, -1.311464], [-1.837835, 1.054604, 0.584735], [-2.473933, -3.181838, -0.548755], [-2.368518, 1.897574, 1.056670], [2.188933, 4.696407, -2.359710], [3.287127, 5.661435, -1.150646], [-3.613243, 0.223014, -0.305676], [-0.595021, 3.387183, 0.001261], [-3.334214, -0.253965, 1.392567], [-3.796672, -2.073037, -1.032056], [0.047981, 2.736583, -1.574488], [-1.035313, 0.740248, 1.277957], [0.649928, 2.029375, -0.004622], [-3.625934, -2.567581, 0.680632]],
  "forces_ev_per_a": [[0.240, -0.008, 0.036], [0.908, 0.473, -0.669], [0.476, 0.447, -0.674], [-0.200, -0.095, -0.044], [-1.964, -1.599, 0.224], [-0.147, 0.187, -0.415], [-0.306, -0.287, 0.612], [0.459, 0.626, 0.579], [-0.147, 0.255, 0.093], [-0.035, -0.140, 0.201], [0.079, 0.066, 0.176], [-0.139, -0.125, -0.111], [0.176, -0.063, 0.145], [0.507, -0.213, -0.164], [0.157, 0.105, -0.176], [0.151, -0.069, 0.175], [0.034, 0.006, 0.483], [-0.168, -0.024, -0.147], [-0.177, 0.448, -0.144], [0.096, 0.011, -0.180]],
  "nbo_charge": [-0.5348, -0.5657, -0.4991, -0.2447, -0.2402, -0.0759, 0.2775, -0.0703, 0.1939, 0.1574, 0.1120, 0.1138, 0.1683, 0.1778, 0.1649, 0.1638, 0.1934, 0.1648, 0.1831, 0.1599]
}

=====

(4)
{
  "formula": "CH3O4S",
  "method": "ωB97M-V with the def2-TZVPD basis set",
  "e_above_lowest_ev": 1.735,
  "orbital_gap_ev": 8.68,
  "charge": -1,
  "energy_ha": -739.06162,
  "symbols": ["S", "O", "O", "O", "O", "C", "H", "H", "H"],
  "coordinates": [[1.623107, -0.662948, 0.172828], [-0.066897, -0.586848, -0.570073], [2.593121, -0.913797, -0.925821], [-2.469821, 0.049071, 0.499070], [1.779107, 0.710823, 0.658085], [-1.341393, 0.623895, 0.321995], [-0.366625, -1.454098, -0.911152], [-0.597844, 0.687477, 1.078933], [-1.152757, 1.546425, -0.323863]],
  "forces_ev_per_a": [[1.805, -0.508, -0.147], [0.580, -0.132, -1.066], [-1.340, -0.107, 0.381], [2.972, 1.602, -0.945], [-0.740, 0.029, -0.063], [-3.371, 0.343, 0.678], [0.252, 0.566, 0.385], [0.529, -0.472, 1.083], [-0.688, -1.322, -0.306]],
  "nbo_charge": [1.6605, -0.9497, -1.0090, -0.6989, -1.0144, 0.3059, 0.4821, 0.1234, 0.1001]
}